Computed, not measured: a molecular structure, C18H38N2NbO15S at a distorted geometry, with wB97M-V/def2-TZVPD.

```
75
Properties=species:S:1:pos:R:3:forces:R:3:mulliken_charge:R:1
Nb 1.3047 0.1000 -2.6876 -0.2 -0.5 -1.0 -0.0804
S -3.6862 -1.0748 0.0155 4.3 -4.5 0.8 1.1350
O -6.9900 -2.4678 7.6382 0.0 0.0 -0.3 -0.3136
O -3.0214 -2.3184 -0.5643 -2.8 3.5 0.7 -0.6155
O 9.6808 -0.7850 -1.9126 -1.7 0.0 -0.3 -0.3924
O -4.7386 4.3888 3.1360 -0.1 -0.3 -0.1 -0.3384
O -5.3481 3.0905 1.3696 0.1 0.2 0.4 -0.5602
O -4.7549 2.2287 3.3872 -0.2 0.7 -0.2 -0.3617
O -6.2151 -2.8148 5.6358 -0.4 0.1 0.5 -0.3000
O 6.9550 1.8553 -1.6345 0.2 -1.4 0.6 -0.3354
O 0.4985 -1.8854 -2.6781 2.7 -1.5 4.4 -0.5565
O 3.7453 1.8887 -2.9937 -0.6 0.8 1.5 -0.2514
O -5.3483 -1.2871 -0.1991 1.7 0.7 -0.5 -0.4926
O 0.5561 -1.1548 -5.5011 -0.2 1.1 0.2 -0.1223
O -3.2602 -0.9668 1.4522 -2.3 0.6 -3.2 -0.6202
O 1.2130 -3.1180 -5.4133 1.3 1.2 -0.9 -0.3547
O -8.3414 -2.0425 5.8588 0.4 -0.1 0.3 -0.5396
N 1.6234 -2.0029 -5.5922 -1.5 -1.9 0.8 0.1146
N 0.7601 -3.0019 -0.3301 1.3 1.6 -5.6 -0.5627
C -6.3902 -2.8000 4.2191 0.1 0.0 -0.6 -0.5288
C 8.9180 0.3761 -2.3213 0.1 1.3 -0.3 -0.3498
C -4.9845 3.2208 2.5143 0.1 -0.4 0.2 0.7815
C 4.5107 2.1355 -1.7926 0.6 0.2 0.0 -0.3491
C -8.0488 -2.0575 8.5000 -0.2 0.1 0.3 -0.6254
C 8.0651 1.0665 -1.1478 0.5 0.3 0.8 -0.3694
C 5.7262 1.0842 -1.6827 -0.8 0.4 -0.7 -0.2524
C -4.9429 5.5393 2.3196 0.0 0.3 -0.2 -0.6241
C 2.3121 2.1536 -2.7723 -0.7 -0.2 0.0 -0.6632
C 0.8876 -2.5717 -1.4617 -3.4 0.8 1.3 0.4662
C 9.2008 -3.3018 -2.1245 -0.3 0.2 -0.7 -0.9702
C -0.7909 1.0390 -2.3484 -0.7 0.7 0.7 -0.9090
C -3.0401 0.3871 -0.9945 0.1 0.3 -0.5 -0.6498
C -1.6936 -0.1382 -1.7138 0.4 0.6 0.6 -0.0388
C 0.9604 0.1397 -4.9436 0.6 1.4 -1.2 -0.4046
C -7.2897 -2.4046 6.3284 0.2 -0.1 -0.2 0.7815
C 8.8037 -1.8720 -1.5135 -0.3 -1.0 1.1 -0.0519
C -4.9778 0.9192 2.8583 -0.1 -0.4 -0.3 -0.2867
H -8.3124 -1.0133 8.3168 -0.1 -0.2 -0.1 0.2862
H 9.8468 -3.9527 -1.4420 -0.8 1.1 -0.9 0.2346
H 4.8697 3.2374 -1.8566 -0.1 -1.8 0.3 0.1824
H 7.6554 0.3323 -0.3714 0.7 0.6 -1.2 0.3433
H -7.6964 -2.1491 9.5282 0.2 -0.1 -0.2 0.2186
H -4.2700 5.5260 1.4592 -0.2 -0.1 0.0 0.2922
H -5.4632 -3.1489 3.7626 0.0 0.0 0.3 0.2425
H 8.7549 1.7905 -0.5617 -1.1 -1.1 -1.0 0.2365
H -3.8233 0.7034 -1.7669 0.9 -0.4 1.2 0.3337
H -6.0216 0.7985 2.5560 0.1 0.1 -0.1 0.3011
H 5.5464 0.4439 -0.7479 0.6 0.9 -1.1 0.2307
H 7.7110 -1.6550 -1.7778 1.6 -0.1 0.2 0.1548
H -5.4219 -1.5085 -1.1673 0.1 0.1 1.2 0.3731
H -4.7159 6.4201 2.9218 0.0 -0.3 0.1 0.2150
H -0.6606 1.9189 -1.6025 -0.4 -1.3 -1.1 0.3622
H -4.3070 0.7210 2.0194 -0.3 0.2 0.4 -0.0068
H 5.7543 0.3784 -2.5905 -0.3 1.1 1.2 0.1953
H -8.9206 -2.7038 8.3746 0.0 0.2 -0.1 0.2869
H 0.2338 0.9699 -5.2670 0.8 -1.5 0.1 0.2477
H 1.8466 2.7673 -3.6377 1.0 -0.7 1.2 0.3107
H -2.8253 1.2330 -0.2552 -0.5 -1.3 -1.0 0.3344
H 2.9569 -0.7000 -2.8514 0.2 0.1 0.5 0.0909
H 9.7358 -3.1445 -3.1297 -0.7 -0.2 1.5 0.2648
H -6.5876 -1.7855 3.8658 -0.1 -0.1 0.1 0.1716
H 1.4250 0.0383 -0.8484 -0.3 0.2 0.0 0.0491
H -4.7621 0.1977 3.6471 0.1 0.3 0.0 0.2637
H 2.1080 2.7099 -1.7890 0.4 -0.5 -1.4 0.3897
H 8.8669 -1.9516 -0.3612 -0.2 0.1 -1.7 0.2382
H -1.9742 -0.8873 -2.5263 0.5 0.9 1.4 0.2914
H -7.1955 -3.4762 3.9232 0.0 0.2 0.1 0.3246
H 3.9091 2.0452 -0.8200 0.5 0.0 -1.5 0.2639
H -1.2182 1.4624 -3.3364 0.5 -0.6 1.5 0.1966
H 8.2240 0.1887 -3.2185 0.9 -0.1 1.3 0.2932
H 8.2410 -3.8991 -2.3591 1.5 1.0 0.5 0.2983
H 9.6958 1.1598 -2.6700 -1.2 -1.4 0.5 0.2502
H -1.0551 -0.6196 -0.8768 -1.2 0.4 -1.5 0.2273
H -5.9842 5.6017 1.9950 0.2 -0.1 -0.1 0.2833
H 1.9747 0.4037 -5.4483 -1.3 -0.3 0.9 0.3198
```
Forces are in eV/Å.

The charge is -1. The calculation puts the HOMO-LUMO gap at 6.9746 eV. As for the spin multiplicity: 1. The calculation puts the HOMO energy at -5.45 eV. Its total energy is -65347.41179 eV.